Here is a molecular structure, C33H57FGaN2O2Si at a distorted geometry from the Open Molecules 2025 dataset. Energies are from ωB97M-V/def2-TZVPD.

Each line ends with the Mulliken charge.
Element x y z (Å)
O (-2.6430, 0.1218, -0.7458)  0.70
O (-2.4191, -2.4393, -2.2669)  0.28
C (-3.7650, -0.2260, 0.2631)  -0.51
C (-4.3774, 1.0178, 0.8572)  -1.37
H (-3.3047, -0.8980, 0.9830)  0.32
H (-4.4534, -0.8300, -0.3272)  0.52
H (-3.6195, 1.6847, 1.2856)  0.23
H (-5.0575, 0.7371, 1.6591)  0.48
H (-4.9475, 1.5634, 0.0931)  0.33
C (-3.1747, 0.7053, -2.0541)  -0.07
C (-4.4220, -0.0034, -2.4666)  -1.40
H (-2.3433, 0.5336, -2.7385)  0.29
H (-3.3597, 1.7711, -1.8771)  0.48
H (-4.2365, -1.0581, -2.6804)  0.13
H (-4.8013, 0.4576, -3.3883)  0.42
H (-5.2403, 0.0796, -1.7452)  0.48
C (-1.5582, -2.4339, -3.4081)  -0.03
C (-2.7355, -3.7127, -1.6967)  0.02
C (-2.3667, -2.2156, -4.6777)  -1.29
H (-0.9615, -3.3616, -3.4696)  0.42
H (-0.8750, -1.5824, -3.2517)  -0.19
H (-3.0514, -3.0472, -4.8585)  0.29
H (-1.6994, -2.1405, -5.5398)  0.46
H (-2.9429, -1.2823, -4.6035)  0.19
C (-3.8222, -4.4472, -2.4741)  -1.52
H (-3.1006, -3.4636, -0.6830)  0.13
H (-1.8333, -4.3234, -1.6041)  0.22
H (-4.6762, -3.7851, -2.6850)  0.26
H (-4.1712, -5.2998, -1.8962)  0.45
H (-3.4223, -4.8321, -3.4295)  0.33
H (-1.7235, 0.3919, -0.3964)  -0.29
N (1.0510, 1.5833, 2.0533)  1.23
C (2.2478, 1.3436, 2.6048)  1.24
C (3.2672, 0.6542, 1.9419)  -1.47
C (3.4127, 0.4389, 0.5823)  1.22
C (2.5037, 1.8466, 3.9847)  -1.69
H (1.8546, 1.3592, 4.7252)  0.24
H (2.3815, 2.9344, 4.0692)  0.26
H (3.5376, 1.6074, 4.2395)  0.56
C (4.7097, -0.1237, 0.0805)  -1.71
H (5.2569, 0.6332, -0.5013)  0.31
H (4.5668, -1.0247, -0.5373)  0.20
H (5.3153, -0.3852, 0.9589)  0.53
N (2.4599, 0.7940, -0.3123)  2.38
C (0.0491, 2.3596, 2.7357)  -0.86
C (-0.9143, 1.7108, 3.5409)  1.42
C (-0.9389, 0.2201, 3.7023)  -1.04
C (-1.8491, 2.4922, 4.2124)  -0.84
H (-2.6003, 1.9794, 4.8065)  0.52
C (-1.7977, 3.8806, 4.1393)  -0.94
H (-2.5389, 4.4682, 4.6669)  0.44
C (-0.8112, 4.5125, 3.3939)  -1.15
H (-0.7428, 5.5952, 3.3394)  0.46
C (0.1291, 3.7628, 2.6865)  1.14
C (1.1962, 4.4558, 1.8970)  -1.13
C (2.8761, 1.1876, -1.6216)  -0.57
C (2.7744, 0.2795, -2.6918)  0.84
C (2.2694, -1.1106, -2.4728)  -0.61
C (3.2859, 0.6457, -3.9383)  -0.96
H (3.2153, -0.0727, -4.7537)  0.48
C (3.8679, 1.8970, -4.1271)  -0.95
H (4.2325, 2.1821, -5.1064)  0.42
C (3.9813, 2.7853, -3.0608)  -0.99
H (4.4469, 3.7655, -3.1748)  0.42
C (3.4937, 2.4400, -1.7995)  0.98
C (3.7056, 3.3741, -0.6462)  -0.97
Ga (0.6202, 0.6879, 0.3384)  -0.47
H (-1.7418, -0.2400, 3.1043)  0.18
H (-1.1354, -0.0421, 4.7531)  0.55
H (0.0124, -0.2420, 3.4156)  -0.50
H (2.2060, 4.1117, 2.1523)  0.28
H (1.1558, 5.5298, 2.1167)  0.50
H (1.0459, 4.3410, 0.8124)  0.18
H (1.8768, -1.5208, -3.4136)  0.51
H (1.4578, -1.1503, -1.7296)  -0.45
H (3.0714, -1.7912, -2.1321)  0.28
H (2.7893, 3.5518, -0.0671)  -0.22
H (4.0403, 4.3415, -1.0423)  0.50
H (4.4879, 3.0218, 0.0535)  0.26
H (4.1122, 0.3906, 2.5683)  0.32
C (-0.3562, -1.0804, 0.3194)  1.09
Si (0.4603, -2.5507, 1.1613)  0.36
H (-1.3366, -1.1168, 0.8349)  -0.99
H (-0.5612, -1.4755, -0.7042)  -0.27
C (-0.8864, -3.5563, 2.0207)  -1.18
C (1.7398, -2.2323, 2.4858)  -1.02
C (1.3184, -3.6293, -0.1137)  -0.98
H (0.7405, -3.7259, -1.0482)  0.13
H (1.4423, -4.6306, 0.3295)  0.43
H (2.3171, -3.2217, -0.3411)  0.26
H (-1.4835, -2.9324, 2.7087)  0.30
H (-0.3834, -4.3325, 2.6164)  0.43
H (-1.5583, -4.0498, 1.3011)  0.27
H (1.4718, -1.4366, 3.1933)  0.15
H (2.7143, -2.0017, 2.0294)  0.22
H (1.8273, -3.1775, 3.0481)  0.56
F (-0.2554, 2.0062, -0.5653)  -0.86

## Properties
Max |F|, eV/Å: 1.6
Kohn-Sham gap, eV: 8.57
Total charge: +1
Energy above the lowest of the compared OMol25 structures with the same formula, charge and spin, kcal/mol: 0.0
Total energy, Eh: -3865.6265
Highest occupied orbital energy, eV: -10.594

Here is 8 unconnected molecules or ions with the total composition C33H57IO18P2 at a distorted geometry from the Open Molecules 2025 dataset. Energies are from ωB97M-V/def2-TZVPD.

Each line ends with the Mulliken charge.
Element x y z (Å)
C (-1.6509, -4.6263, 0.9974)  -0.56
O (-0.5436, -5.1633, 0.1919)  -0.12
C (-0.6524, -6.6149, -0.0184)  -0.31
C (-0.0132, -7.1244, -1.4737)  -0.58
C (1.2035, -6.1727, -2.0237)  -0.81
P (2.6631, -5.9444, -0.8107)  0.30
C (4.4292, -5.8359, -1.6261)  -0.98
I (2.4869, -3.4950, -1.2493)  -0.17
P (2.9440, -8.0834, -0.4963)  0.74
O (4.4379, -8.4553, -0.0295)  -0.72
O (2.6960, -9.0279, -1.9800)  -0.56
O (1.8920, -8.7695, 0.7516)  -0.55
H (-1.2814, -4.1989, 2.0492)  0.20
H (-2.1839, -3.8044, 0.3400)  0.10
H (-2.4879, -5.4170, 1.2666)  0.30
H (-1.7765, -7.0148, -0.0338)  0.35
H (-0.1498, -7.1439, 0.9085)  0.18
H (-0.9111, -6.9995, -2.2505)  0.39
H (0.2310, -8.2810, -1.4723)  0.24
H (0.7499, -5.0932, -2.2527)  0.42
H (1.5668, -6.5946, -3.0796)  0.26
H (2.4984, -5.6625, 0.6221)  0.14
H (5.2908, -6.0879, -0.8755)  0.30
H (4.4557, -6.5023, -2.6159)  0.25
H (4.6385, -4.7260, -2.0126)  0.44
H (3.6259, -8.9989, -2.4021)  0.34
H (1.9582, -8.2092, 1.6017)  0.35
O (2.0747, -0.0008, -1.6872)  -0.44
C (1.3198, 0.5433, -0.8984)  0.30
C (0.2304, -0.1381, -0.1271)  -0.40
C (-0.5962, 1.0288, 0.3513)  0.65
C (0.4235, 2.1318, 0.4625)  -0.32
O (1.3803, 1.8652, -0.5619)  -0.45
H (0.6740, -0.6910, 0.7056)  0.29
H (-0.3501, -0.8043, -0.7694)  0.29
H (-1.1251, 0.8354, 1.2883)  -0.23
H (-1.3413, 1.2878, -0.4107)  -0.09
H (0.9370, 2.1274, 1.4297)  -0.02
H (-0.0228, 3.1177, 0.3026)  0.46
O (3.7524, 4.6446, -5.8877)  -0.60
C (3.9006, 3.8516, -4.9726)  0.52
C (3.1657, 2.5545, -4.8192)  -0.39
C (3.4374, 2.2053, -3.3778)  0.04
C (4.7788, 2.8443, -3.1306)  -0.53
O (4.8004, 4.0069, -3.9575)  -0.35
H (3.5945, 1.8177, -5.5041)  0.29
H (2.0971, 2.6821, -5.0066)  0.15
H (3.4294, 1.1304, -3.1789)  0.37
H (2.6798, 2.6735, -2.7376)  -0.07
H (5.6095, 2.1930, -3.4219)  0.25
H (4.9060, 3.1342, -2.0835)  0.31
O (-1.4092, 3.0439, 3.0741)  -0.53
C (-0.6439, 3.7393, 3.7212)  0.44
C (0.5815, 3.2522, 4.4336)  -0.29
C (0.8940, 4.4070, 5.3514)  -0.36
C (0.3580, 5.5897, 4.5880)  -0.33
O (-0.7650, 5.0920, 3.8621)  -0.37
H (1.3777, 3.0864, 3.7026)  0.22
H (0.3740, 2.3383, 4.9950)  0.32
H (1.9559, 4.4972, 5.5951)  0.17
H (0.3400, 4.2897, 6.2907)  0.22
H (1.0864, 5.9885, 3.8742)  0.21
H (0.0381, 6.3951, 5.2554)  0.35
O (-2.0355, -1.4032, 4.5981)  -0.63
C (-3.0246, -0.8888, 4.1029)  0.46
C (-3.2914, 0.5840, 4.0250)  0.47
C (-4.7634, 0.6223, 3.7009)  -0.72
C (-4.9672, -0.6613, 2.9395)  -0.21
O (-4.0329, -1.5834, 3.4986)  -0.37
H (-2.6866, 1.0148, 3.2222)  -0.43
H (-3.0773, 1.0744, 4.9774)  0.36
H (-5.0645, 1.5095, 3.1375)  0.37
H (-5.3448, 0.5984, 4.6307)  0.31
H (-4.7517, -0.5499, 1.8716)  0.07
H (-5.9833, -1.0488, 3.0576)  0.36
O (-2.4267, 0.2738, -2.1677)  -0.51
C (-2.4097, 0.8747, -3.2292)  0.47
C (-2.0719, 2.3247, -3.4016)  -0.21
C (-2.5825, 2.6055, -4.7922)  -0.61
C (-2.4455, 1.2675, -5.4704)  -0.46
O (-2.6579, 0.3007, -4.4429)  -0.35
H (-0.9877, 2.4497, -3.3332)  0.10
H (-2.5808, 2.9395, -2.6556)  0.34
H (-2.0407, 3.4052, -5.3041)  0.35
H (-3.6406, 2.8904, -4.7442)  0.27
H (-1.4462, 1.1156, -5.8919)  0.27
H (-3.1883, 1.1335, -6.2622)  0.33
O (2.6131, 6.5082, 5.2575)  -0.59
C (3.7444, 6.4402, 4.8063)  0.50
C (4.9627, 6.0249, 5.5742)  -0.41
C (6.0786, 6.4939, 4.6752)  -0.49
C (5.4555, 6.4132, 3.3062)  -0.41
O (4.0710, 6.6947, 3.5053)  -0.36
H (4.9607, 4.9371, 5.6867)  0.25
H (5.0002, 6.5154, 6.5496)  0.32
H (6.9930, 5.9020, 4.7676)  0.33
H (6.3253, 7.5366, 4.9097)  0.27
H (5.5492, 5.4154, 2.8650)  0.27
H (5.8857, 7.1468, 2.6183)  0.30
O (-8.7632, -1.2622, -3.2850)  -0.59
C (-7.5683, -1.3343, -3.0500)  0.40
C (-6.5841, -2.1780, -3.8022)  -0.36
C (-5.3986, -2.1878, -2.8706)  -0.49
C (-5.5273, -0.8666, -2.1588)  0.16
O (-6.9297, -0.6159, -2.0803)  -0.36
H (-6.3502, -1.6919, -4.7534)  0.24
H (-6.9732, -3.1854, -3.9670)  0.30
H (-4.4405, -2.3093, -3.3829)  0.28
H (-5.5040, -3.0087, -2.1508)  0.29
H (-5.0567, -0.0480, -2.7135)  -0.04
H (-5.1022, -0.9026, -1.1515)  0.15

## Properties
Max |F|, eV/Å: 8.3
Kohn-Sham gap, eV: 8.78
SMILES string: COCCC[PH](C)(I)P(=O)(O)O.O=C1CCCO1.O=C1CCCO1.O=C1CCCO1.O=C1CCCO1.O=C1CCCO1.O=C1CCCO1.O=C1CCCO1
Energy above the lowest of the compared OMol25 structures with the same formula, charge and spin, kcal/mol: 114.0
Total energy, Eh: -3626.3107
Highest occupied orbital energy, eV: -8.665

> highest occupied orbital energy of number 2 (C33H57IO18P2)?

-8.665 eV

> Which value of highest occupied orbital energy does entry 2 give?

-8.665 eV

> What is the energy above the lowest of the compared OMol25 structures with the same formula, charge and spin in the second record?

114.0 kcal/mol